8 unconnected molecules or ions with the total composition C28H76N4O8 at a distorted geometry. Source: OMol25; level of theory: ωB97M-V/def2-TZVPD.

```
116
Properties=species:S:1:pos:R:3:forces:R:3
C 3.9396 1.8579 2.1074 0.4143 0.0498 -0.6192
O 3.0472 2.2515 3.1055 -0.4025 0.1536 -0.2097
C 2.1425 1.2403 3.5418 0.5844 0.5361 -0.4891
C 1.0763 1.8980 4.3827 -0.8308 -1.2383 0.4519
C 0.4685 0.7362 5.1825 -1.4835 0.1191 0.2393
N 0.0270 2.6573 3.7027 -0.8402 -1.4518 -0.0536
H 3.4985 1.4703 1.1932 -0.8510 -0.0007 -0.2182
H 4.5616 1.0370 2.4286 0.6482 -0.1908 0.4578
H 4.5457 2.7100 1.7641 -0.1209 -0.1766 0.5683
H 1.7106 0.6936 2.6897 -0.0973 0.1923 -0.0096
H 2.6587 0.5016 4.1639 0.2995 -0.0185 -0.0013
H 1.5591 2.5268 5.1131 0.2966 0.5671 0.0663
H 0.2983 -0.1463 4.5511 0.2438 0.0533 0.0514
H -0.5399 0.9989 5.5589 0.4644 0.1092 -0.1568
H 1.0448 0.4610 6.0661 0.2420 -0.0610 -0.2273
H 0.4456 3.3483 3.1175 0.1494 0.3673 -0.6103
H -0.5928 2.0109 3.1338 1.3270 1.0869 0.7126
C -3.6744 -4.5790 -5.4296 -1.6946 0.2139 -0.7281
O -3.6997 -3.4015 -4.6587 0.0726 0.3027 0.1722
C -2.9517 -3.5128 -3.4523 -0.0945 -0.2209 -0.4722
C -3.0709 -2.2107 -2.6876 0.1361 1.2754 -1.3429
C -2.1919 -1.1126 -3.3575 -1.4918 -0.3818 -0.7119
N -2.6794 -2.2538 -1.3022 -1.7462 -0.1141 0.5377
H -4.1630 -5.4125 -4.8948 0.1006 0.1330 -0.0035
H -2.6466 -4.8646 -5.6065 0.2932 -0.1601 -0.6370
H -4.3250 -4.3931 -6.3761 1.5458 -0.2697 1.4814
H -3.3848 -4.3409 -2.8781 0.2044 -0.1285 0.2169
H -1.8895 -3.7002 -3.6797 -0.1160 -0.2869 0.0639
H -4.1456 -1.9598 -2.7882 0.5264 0.2484 0.2580
H -1.1530 -1.2784 -3.1372 0.5375 -0.1396 0.3092
H -2.5051 -0.1234 -3.0047 0.2120 -0.2623 -0.1434
H -2.3002 -1.1671 -4.4530 -0.0492 0.1491 0.3123
H -3.4938 -2.6278 -0.7846 1.2183 -0.1260 0.0279
H -1.8461 -2.8054 -1.2254 0.3464 -0.5801 0.4807
C 0.4712 -3.1702 2.9452 -0.7439 -1.1799 -2.6367
O 1.2252 -4.0201 2.0378 0.5435 -0.1104 0.4393
C 0.8058 -4.0442 0.6633 -0.4708 -0.1579 1.4178
C -0.5457 -4.7804 0.4771 1.4664 -0.2728 -1.5705
C -0.4991 -6.1846 1.0095 0.3088 0.1399 0.7198
N -0.7927 -4.7736 -0.9698 -0.3367 0.2687 -0.3924
H 0.5023 -2.1558 2.5479 0.0656 0.3525 0.3833
H 0.8394 -3.2747 3.9588 0.0838 -0.0642 -0.0859
H -0.5544 -3.5545 2.7900 0.0399 0.5874 1.0291
H 0.7398 -3.0214 0.3332 -0.2389 0.4108 -0.4856
H 1.6022 -4.5399 0.0898 -0.1963 -0.0300 0.2598
H -1.3173 -4.2239 0.9693 -0.5883 0.3852 0.2062
H -0.1172 -6.0557 2.0255 -0.4147 -0.7059 0.2572
H 0.2036 -6.8460 0.4893 -0.0011 0.3368 -0.1478
H -1.4915 -6.6278 0.9303 0.0312 -0.1327 0.4214
H -0.1620 -5.4432 -1.4183 -0.3705 0.2495 0.1041
H -1.7574 -5.0345 -1.1916 0.5091 -0.0907 0.1004
C -2.1850 0.0592 1.7804 0.0062 -1.0056 -0.2685
O -0.8565 0.5401 1.6171 -0.0965 0.0726 -0.2391
C -0.7597 1.2953 0.4110 0.9916 0.6314 -0.0201
C -0.5673 0.4022 -0.8444 1.2539 2.0691 0.2449
C 0.7240 -0.4146 -0.7575 -0.7082 0.1681 -0.7425
N -0.6729 1.3656 -1.9490 0.2319 0.2621 0.3781
H -2.1355 -0.6598 2.5948 -0.0574 -0.0977 0.1082
H -2.5581 -0.4888 0.8729 0.3224 0.5568 0.6379
H -2.9091 0.8280 2.0741 0.2183 0.2361 -0.2056
H -1.6752 1.8889 0.3784 -0.0716 0.0967 -0.6366
H 0.1036 2.0624 0.4545 -0.9920 -1.3150 0.3196
H -1.3597 -0.2652 -0.8668 -1.6818 -1.2624 -0.2799
H 0.6709 -0.9836 0.1496 0.3179 -0.2368 0.6715
H 1.5896 0.2356 -0.7838 0.3172 0.0635 0.0932
H 0.7749 -1.1409 -1.5838 0.0681 0.2860 0.1101
H -0.5968 1.0015 -2.8984 0.2669 -0.0120 0.5729
H 0.0242 2.0976 -1.7688 -0.1826 -0.2878 -0.6873
C 4.1482 -4.5545 1.7643 -0.2870 -0.0933 -0.8948
C 4.2015 -3.1984 1.0718 0.3080 -0.9777 -0.8781
C 4.2553 -2.0449 2.0475 -0.0998 0.3410 0.1411
O 5.3597 -3.2190 0.1894 -0.4602 0.4410 0.2916
H 3.2988 -4.6230 2.3975 -0.7212 0.0030 0.6158
H 5.0223 -4.6688 2.3728 0.7337 -0.2166 0.3197
H 4.0685 -5.3943 1.0475 0.2677 0.5034 0.2056
H 3.3470 -3.1002 0.3787 0.3700 0.1164 0.3140
H 3.2599 -1.9143 2.5495 0.8448 0.0458 -0.4854
H 4.5563 -1.1253 1.4756 -0.3266 -0.7321 0.8307
H 4.9940 -2.3069 2.8406 -0.3238 0.5115 -0.4644
H 6.1378 -3.3383 0.7455 -0.0091 -0.0117 -0.0203
C 4.2818 3.7152 -2.1808 0.3586 -0.7572 -0.3055
C 2.9171 3.8175 -2.8471 -0.3669 1.3184 0.8645
C 2.7089 2.7190 -3.8318 0.1392 -0.6846 -0.1755
O 1.9736 3.5517 -1.8131 -0.9982 0.3163 0.3284
H 4.5552 4.5739 -1.5727 -0.1724 0.0308 0.1271
H 5.0178 3.6039 -2.9699 0.4821 0.0796 -0.0329
H 4.3174 2.7722 -1.5610 -0.1402 1.0219 -0.5778
H 2.6796 4.8601 -3.2869 0.6586 -1.4692 0.5031
H 2.6884 1.7931 -3.2226 0.0525 0.2398 -0.5444
H 3.5304 2.6710 -4.5557 -0.2789 -0.0714 0.0101
H 1.7458 2.8256 -4.3316 0.0870 -0.0685 -0.0875
H 1.7599 4.3859 -1.3713 0.0658 0.0604 -0.0380
C -0.6310 6.8931 0.0550 0.1091 -0.6046 1.0330
C 0.8347 6.5447 0.3781 -0.2599 2.2271 -0.3126
C 0.9082 5.3016 1.2130 -1.1882 0.6087 0.4051
O 1.4598 6.3467 -0.8809 0.9892 -1.0365 -0.3439
H -1.1545 6.8426 1.0481 -0.1328 0.4579 -1.1795
H -0.9869 6.0888 -0.6130 -0.0728 0.2334 0.4333
H -0.7577 7.8340 -0.5043 0.0653 -0.1735 0.6042
H 1.3548 7.4001 0.9076 -0.5567 -0.7668 -0.4248
H 0.4334 5.5589 2.1965 0.5005 -0.4433 -0.7305
H 1.9188 4.9684 1.3582 0.3669 -0.3789 0.0459
H 0.2608 4.5847 0.6989 0.3326 -0.4615 0.2907
H 1.6614 7.1624 -1.3415 -0.1456 0.2026 0.2046
C -4.5928 0.3291 -1.1098 0.3378 1.8350 -1.7727
C -5.3743 1.3427 -0.2526 1.0421 -0.5726 -0.1872
C -5.3425 2.7236 -0.8485 -0.9048 -0.1293 -0.4923
O -6.7186 0.8878 -0.1120 0.4424 0.0287 0.3133
H -4.5497 -0.6339 -0.6875 -0.0852 -1.1919 0.7873
H -3.5239 0.6457 -1.2792 -1.0403 -0.1557 0.2487
H -5.0761 0.2253 -2.1234 0.4039 0.2124 0.9129
H -4.8536 1.3645 0.7253 -0.4130 0.0928 -0.0600
H -5.8813 2.7171 -1.8070 0.1879 -0.0292 0.1227
H -4.3272 3.0241 -1.0294 0.5113 0.1878 -0.0579
H -5.8375 3.4612 -0.2254 -0.0102 0.0383 0.2489
H -6.5832 0.0030 0.2438 -0.5991 -0.0891 0.0133
```
Forces are in eV/Å.

Computed properties:
**HOMO-LUMO gap**: 9.254 eV
**Relative energy (zero: lowest compared OMol25 entry of this formula, charge and spin)**: 128.5 kJ/mol
**Multiplicity**: 1
**E_tot**: -52605.73448 eV
**Structure (SMILES)**: COC[C@H](C)N.COC[C@H](C)N.COC[C@H](C)N.COC[C@H](C)N.CC(C)O.CC(C)O.CC(C)O.CC(C)O

***

10 unconnected molecules or ions with the total composition C28H76O10 at a distorted geometry. Source: OMol25; level of theory: ωB97M-V/def2-TZVPD.

```
114
Properties=species:S:1:pos:R:3:forces:R:3
C 20.7235 -21.8084 5.9994 -1.4963 0.9633 1.7351
C 21.4819 -22.9810 6.6178 -7.8482 -2.8359 -5.1257
C 21.4927 -24.0884 5.5481 0.9347 -0.0350 0.0242
O 22.6391 -22.7283 7.0128 8.1475 2.7722 2.3044
H 20.5067 -21.1552 6.8856 0.4176 0.3539 -0.8599
H 19.6972 -22.0090 5.6464 0.5991 -0.5747 0.0246
H 21.2112 -21.2859 5.1854 0.5305 0.0532 0.1277
H 20.9569 -23.3430 7.4654 -1.6726 -0.6171 0.7805
H 20.5716 -24.6013 5.4755 -1.2002 -0.2433 0.0713
H 22.2267 -24.8535 5.7299 0.5301 -0.3661 0.5164
H 21.7439 -23.7442 4.5511 -0.0332 0.5682 -0.1482
H 22.5624 -22.0349 7.6666 0.6915 0.4148 0.4011
C 16.9396 -29.1541 10.1892 -2.6854 -3.4305 1.2591
C 16.8744 -27.7877 9.7177 4.6325 -0.4192 -2.8905
C 16.7391 -27.8221 8.1972 -1.0032 1.9485 0.6524
O 15.8629 -27.1244 10.1658 -5.8187 2.8917 2.4749
H 16.5766 -29.1628 11.2291 0.5002 -0.1631 -0.0085
H 17.8144 -29.7586 10.1129 1.1125 0.1773 -0.0545
H 16.1579 -29.8181 9.6726 0.7502 1.0590 0.4555
H 17.7369 -27.1990 10.1076 0.5209 -0.8301 -1.1298
H 15.9401 -28.4891 7.8558 -0.1126 0.3740 0.2498
H 17.6117 -28.1737 7.7805 2.0432 -0.8498 -1.0223
H 16.6094 -26.7730 7.8425 -0.1966 -0.7327 0.0119
H 15.9477 -27.0162 11.1188 -0.1216 0.0606 0.0889
C 23.8540 -24.8911 9.3735 0.1459 1.5544 1.7920
C 24.4940 -25.3391 8.1157 2.9650 -5.2967 5.2718
C 23.9228 -26.6671 7.7209 -0.9922 -1.0429 -0.9494
O 24.5062 -24.5336 7.1611 0.4833 5.1158 -6.3041
H 23.9486 -25.6544 10.1713 -0.1663 0.4961 -0.3899
H 22.8118 -24.6504 9.1896 -0.5051 -0.2594 0.0404
H 24.2901 -23.9156 9.7391 -0.1768 -0.9653 -0.2425
H 25.6144 -25.4742 8.2933 -0.9905 -0.5701 0.6851
H 22.9326 -26.4960 7.2050 0.7870 -0.2478 0.7039
H 23.8094 -27.3804 8.5434 -0.0529 0.1213 -0.1041
H 24.5752 -27.1150 6.9744 0.0161 -0.1361 -0.1522
H 23.7283 -23.9967 7.1154 -0.8355 0.8419 -0.2530
C 16.0971 -24.3724 4.8031 -0.1649 -0.8487 0.6061
C 17.3575 -23.6390 5.1069 -4.7058 3.6340 5.5219
C 17.8568 -23.9796 6.5566 -2.1187 1.0404 0.6703
O 18.2906 -23.8170 4.2822 5.3790 -1.8163 -4.9443
H 15.3761 -24.1754 5.5785 -0.5590 0.2058 0.1351
H 16.3746 -25.4091 4.9356 -0.3958 -0.6689 -0.5044
H 15.7021 -24.1529 3.8196 -0.0135 -0.0763 -0.1749
H 17.0531 -22.5514 5.0333 0.4261 -0.5276 0.6269
H 17.9848 -25.0159 6.7747 0.2468 -1.0401 -0.5013
H 17.1065 -23.6933 7.3134 -0.0181 0.1506 -0.2655
H 18.7448 -23.4767 6.8678 0.7497 0.4312 -0.2340
H 18.5254 -24.7429 4.4608 0.9470 -0.3699 -0.9081
C 18.5697 -30.7470 5.3321 1.6608 -0.9043 -0.2004
C 17.2773 -31.1952 5.9902 6.0385 -3.0044 0.8750
C 17.5413 -31.3298 7.4639 -2.3908 0.5476 0.5815
O 16.3529 -30.3628 5.7769 -6.6887 6.7649 -3.4625
H 18.9761 -29.9827 5.9722 0.2437 0.5186 0.1235
H 18.4587 -30.2769 4.3223 0.0523 -0.8276 0.6546
H 19.3619 -31.5638 5.3791 -0.9906 0.8333 -0.5524
H 16.9724 -32.0923 5.5981 -0.2395 -3.1335 -0.9199
H 18.3256 -31.9569 7.7503 1.2797 -1.0927 0.1379
H 16.6270 -31.6204 8.0071 0.1900 -0.3675 -0.3204
H 17.6980 -30.3568 7.8683 0.5511 0.8729 0.1563
H 16.2371 -30.1374 4.7744 0.3659 -0.7357 2.8674
C 18.8412 -23.8140 12.7881 -0.1194 0.3699 1.3828
C 19.7135 -24.4958 11.7719 -5.3368 6.0780 -4.4324
C 20.2827 -23.4635 10.7322 -1.9627 -1.5676 -0.6245
O 20.6245 -25.2901 12.1172 5.5632 -4.8262 3.6551
H 18.1933 -22.9827 12.4925 0.2540 -0.3767 -0.6519
H 19.4512 -23.4147 13.5423 1.1590 0.9964 1.3462
H 18.2367 -24.5173 13.3397 -0.3583 -0.5216 -0.1243
H 18.9196 -25.0414 11.3262 -0.3627 -0.9184 -1.6348
H 20.9872 -22.7869 11.1300 0.7078 0.9166 0.6209
H 19.4061 -23.0044 10.3288 -0.5024 1.2156 -0.0486
H 20.6670 -23.9126 9.8146 0.5089 -0.5392 0.3774
H 21.2582 -24.8107 12.6655 0.3636 -0.4285 0.0720
C 18.0549 -28.1258 14.7586 1.7936 0.3373 0.6552
C 18.8062 -27.8948 13.4743 4.1841 -3.7817 2.4155
C 19.1973 -29.1747 12.7907 -0.8846 -1.0876 -1.1584
O 18.2704 -27.1455 12.5852 -4.0458 5.0048 -4.0633
H 17.7994 -27.1524 15.1907 -0.2608 -0.3636 0.1349
H 18.7523 -28.6860 15.4487 -0.6720 0.7711 -0.5618
H 17.2472 -28.7777 14.6087 -1.5910 -0.5749 -0.1629
H 19.7641 -27.4850 13.7438 0.8222 0.6428 0.7547
H 19.5640 -29.1526 11.7617 0.8069 1.0984 0.3066
H 18.3392 -29.7532 12.5280 -1.2006 -0.6337 0.5826
H 19.8156 -29.7748 13.3718 1.2891 -1.1844 1.0775
H 18.9216 -26.8335 11.9357 -0.3870 -0.5920 0.3099
C 22.6689 -28.8416 2.8244 -0.0269 0.0986 -1.0732
C 21.5966 -29.1015 3.8963 8.5676 -2.3015 1.2160
C 21.9357 -28.3141 5.0861 0.4103 0.2226 3.4855
O 20.4582 -28.7165 3.6149 -9.5139 3.5589 -2.6139
H 22.4726 -29.3474 1.8410 -0.1740 0.4070 0.7408
H 23.5520 -29.3268 3.2030 0.6983 0.1087 0.0103
H 22.8658 -27.7484 2.6183 -0.2814 -1.0989 0.3979
H 21.5446 -30.1900 4.0609 0.8907 -0.2463 0.5723
H 21.2270 -28.6330 5.8938 0.1709 0.6254 -0.5696
H 21.8953 -27.1835 4.9893 0.0718 -1.3946 -0.2995
H 22.8742 -28.5997 5.5427 0.5894 0.2046 -0.1417
H 20.3312 -28.9114 2.7133 -1.1874 -0.1765 -1.8496
C 20.6178 -28.9659 8.7704 -0.3338 0.0765 -1.0139
C 20.7053 -27.5135 9.1903 4.1341 -0.0211 -8.9575
C 20.1947 -26.5638 8.0058 1.3208 0.0930 1.3245
O 20.1002 -27.1960 10.2187 -5.4407 1.4443 8.6497
H 20.6617 -29.6411 9.5977 -0.2107 -0.3760 0.7894
H 21.4725 -29.2655 8.1348 -0.5319 0.3858 -0.0222
H 19.6529 -29.0893 8.2237 0.7036 -0.3265 0.3148
H 21.7190 -27.1873 9.3148 1.3628 -0.4813 -0.3819
H 19.1372 -26.5204 8.0029 -1.2461 -0.7103 -0.4380
H 20.6677 -26.7628 7.0638 -0.1499 -0.1441 -0.6016
H 20.4036 -25.5173 8.2722 0.5458 -0.1389 0.0421
H 20.5427 -26.4991 10.6987 0.2598 0.2691 0.3612
C 18.1710 -27.4879 5.1706 2.2142 -0.2518 -1.0052
O 19.0447 -26.4390 4.8072 -0.0600 1.6855 -0.4067
H 18.0303 -28.0985 4.3055 -0.5732 -0.5756 -0.5196
H 17.2645 -27.1599 5.5814 -1.0161 0.7038 0.5567
H 18.7784 -28.0212 5.8496 -0.2138 -1.1497 1.1917
H 19.8932 -26.7916 4.5013 -0.4934 -0.2618 0.0074
```
Forces are in eV/Å.

Computed properties:
**HOMO-LUMO gap**: 9.602 eV
**Relative energy (zero: lowest compared OMol25 entry of this formula, charge and spin)**: 965.1 kJ/mol
**Multiplicity**: 1
**E_tot**: -50733.70987 eV
**Structure (SMILES)**: CC(C)O.CC(C)O.CC(C)O.CC(C)O.CC(C)O.CC(C)O.CC(C)O.CC(C)O.CC(C)O.CO